1.
Entry from OMol25: C23H44NP3SSc as an isolated structure at a distorted geometry (the ωB97M-V functional and the def2-TZVPD basis).

Positions of all 73 atoms, in Å:
H 0.266965 2.751321 5.770683
H 2.514743 1.613217 1.449061
C -1.243572 0.612115 2.153046
C 3.248788 0.788860 -2.201405
H -2.370289 -0.564513 -4.414769
H -2.461768 -1.285786 -2.791734
C -1.842670 -1.198856 -3.691512
H 1.654043 3.567509 -2.047870
C -5.523347 3.658908 -3.682772
H 3.399939 -0.285092 -2.077451
C 0.337577 2.696762 2.972947
P 0.232626 -1.802547 -0.016219
H 0.982476 -1.728719 -4.915372
H 1.885533 -2.665804 -1.609420
H 4.245254 1.262860 -2.225067
H 1.983637 -1.437290 -3.460494
P 2.125854 1.453085 -0.944034
H -0.667155 -2.103907 2.231899
H 2.826643 0.881820 -3.204977
C -3.078482 2.912251 -2.525358
C -0.900920 0.705641 3.480958
C 3.023043 1.145937 0.603353
C -0.964545 -3.086053 -0.537997
C -5.478338 2.588934 -2.764694
C 2.272328 3.269696 -1.189191
C -0.091035 0.849079 -4.560968
H -6.400589 2.059853 -2.482041
H 3.312574 3.614232 -1.363575
H 0.976320 -1.376693 2.261769
H 1.618846 1.696978 5.326568
H 0.041747 3.367965 0.900825
H -1.688756 -2.193372 -4.120344
H 2.659431 -1.807831 -0.231923
H -1.084687 1.267221 -4.785606
C -4.268185 2.187556 -2.211336
H -1.044208 -3.136375 -1.633532
H 4.069015 1.486938 0.610525
H 0.551328 1.672370 -4.205315
C -4.941524 -0.606542 0.896301
C -4.324440 4.260970 -4.073398
H -6.485169 3.979406 -4.104868
H -4.360345 5.064831 -4.799092
H 0.100581 0.987956 5.908013
H -4.231791 1.391422 -1.454415
C 1.848912 -2.490396 -0.527387
H 3.009842 0.080879 0.850164
H -0.622788 -4.050171 -0.142677
H 0.934999 3.575508 3.242791
H -2.025453 -0.041740 1.822678
H -5.386522 -0.655816 -0.098349
C 0.973972 -1.696563 -3.820105
C -0.027444 1.714528 3.885270
P -0.221528 -0.441148 -3.275475
H 0.350018 0.426119 -5.464694
H 1.857363 3.810270 -0.329770
H 1.967125 -3.437114 0.014515
C 0.510891 1.791092 5.280068
H -1.952109 -2.846119 -0.115892
S -1.666557 2.504594 -1.661358
C -0.063738 2.552013 1.645399
Sc -0.438716 0.707651 -0.835881
H -4.352946 0.650718 2.516247
H 0.693993 -2.684292 -3.424935
N -0.662794 1.401907 1.233209
H -2.100675 0.041920 -1.051407
C 0.334785 -2.131699 1.779319
H -2.167514 4.383699 -3.775212
C -3.095694 3.889235 -3.530006
H -5.156183 1.489897 1.115451
H -1.267269 -0.005028 4.194511
C -4.828988 0.557075 1.553149
H 0.781344 -3.130272 1.910239
H -4.560758 -1.532208 1.335456

Forces on atoms 1 to 6 (eV/Å):
0.043 -0.349 -0.347
-0.013 0.204 -0.138
0.756 0.300 0.555
0.197 -0.476 -0.756
0.106 -0.257 0.154
0.009 -0.140 -0.238

For the energy above the lowest of the compared OMol25 structures with the same formula, charge and spin, the calculation gives 31.16 kcal per mole. As for the charge: +3.


2.
Entry from OMol25: C23H45AsBeBr5Cl2F6KN3O11S3 as an isolated structure at a distorted geometry (the ωB97M-V functional and the def2-TZVPD basis).

Positions of all 101 atoms, in Å:
H 0.726977 0.895901 -5.169155
Br 1.786210 2.377131 1.464728
H 2.182061 3.848363 -0.727510
C 2.925447 1.447052 -1.705957
F 2.224864 0.036564 3.746652
H -3.719831 -5.825325 -6.115784
C -1.775685 -6.374171 -5.456435
H -4.289921 -3.241487 4.273908
C -3.406280 -2.830379 4.785705
Br 0.342142 3.656313 4.825068
H 2.021891 0.057486 -0.432102
H 2.034793 -1.576947 -2.791173
C -1.174741 1.573415 -4.340393
C 2.222199 6.160734 0.674064
C -4.947348 -0.835304 9.809536
N -2.047720 0.371602 -4.495379
C -2.523206 -3.956572 5.296983
H 1.266399 4.365901 -2.100490
Br -2.413082 -3.693787 1.560540
S -0.685135 -1.520186 -5.654151
H 3.291274 1.889157 -0.786469
H -0.869679 1.652576 -3.291587
C 0.155538 -0.930263 -1.712337
Br 0.984317 2.629611 7.762830
F 4.063891 -0.986286 5.027500
O 7.225652 -2.474127 -5.757603
F 2.782946 -2.331755 3.416194
Cl -0.126514 -5.716190 -5.246574
H -3.878194 2.190623 7.930154
H 7.148454 0.141505 -4.273149
F 5.101001 -1.709280 2.909390
N 6.693401 -1.799512 -4.900243
C -4.188737 -0.975152 8.505779
H -3.954899 -1.526005 -3.622263
F 4.531423 0.646500 3.249044
C 1.395450 3.540641 -1.402949
H -1.696934 -7.146312 -6.219229
H -4.656680 -0.340320 -4.756619
C -3.466357 1.447958 8.616918
H -0.625267 2.614038 1.221207
H -0.107019 1.320732 0.214756
H -0.399849 1.544389 -6.315051
N -3.539417 0.125652 8.034595
C -0.125741 2.391845 6.201763
O 4.035505 1.464833 -2.651135
S 3.622542 2.088813 -4.004598
H -3.562666 1.495788 -3.636225
C -1.355995 -0.826248 -4.351245
H -3.070078 -4.598182 5.994167
H -3.739312 -2.224922 5.626269
C -3.152059 0.497138 -3.513642
Cl -3.114500 -4.176820 -4.570236
H -0.637846 2.894241 -1.419623
H -2.440422 -4.780984 -6.751947
H 5.582165 -0.042747 -5.111639
H 0.465719 2.631168 -5.210383
O -4.144242 -2.020432 7.885068
H -2.780312 0.453538 -2.489710
H -1.135794 2.620826 6.504740
H -0.170907 -0.007041 -1.255367
C -0.022905 1.666066 -5.304096
C -2.777096 -5.335313 -5.879280
H 3.404886 -0.556224 -1.317143
H 1.364414 -0.029309 -3.310192
O -2.724100 -1.956860 3.918887
C -4.262258 -0.495267 -3.757000
H -5.399980 -1.794818 10.038456
O 6.199561 -2.228067 -3.876621
C 0.126974 2.341971 0.491945
O 3.122471 1.087712 -4.879795
H -0.330784 4.253356 -0.360699
O 4.645713 2.955473 -4.475872
C 0.071049 3.306426 -0.699041
H -5.733499 -0.083786 9.724740
H -2.067269 -6.837166 -4.517739
C 6.630876 -0.324264 -5.106096
H -1.826828 2.420119 -4.529354
O 2.151316 6.458297 1.886236
H -4.275861 -0.557267 10.622872
H -5.068956 -0.277684 -3.064158
H -2.428379 1.716374 8.824176
C 2.498016 0.030778 -1.408494
H 7.107016 -0.092505 -6.050564
H 0.345164 -1.639689 -0.887053
O 3.413134 5.890270 0.370897
Br -0.056163 0.587827 5.571483
F 3.262464 -0.704556 1.652543
H 0.971078 1.829937 -2.636088
O 1.290984 6.134448 -0.119899
O 2.466477 2.997122 -3.453005
S -1.185086 -1.708641 -2.763476
C 1.569987 -0.635782 -2.433140
C 1.833399 2.376222 -2.262172
H -2.393529 -2.442569 3.106282
As 3.661662 -0.854026 3.355517
H -2.163066 -4.564057 4.465580
H -3.053952 -0.038768 7.163495
H -1.651901 -3.543588 5.809380
K 0.873580 -2.732913 -3.032920
Be 3.548215 5.288715 -3.723372
H -4.026711 1.486702 9.545573

Forces on atoms 1 to 6 (eV/Å):
0.150 -0.029 0.110
0.141 -0.123 0.232
0.100 -0.102 0.138
-0.224 -0.052 0.636
0.002 -0.002 -0.073
0.002 -0.026 0.013

As for the charge: -1.


3.
Entry from OMol25: a 5-piece molecular cluster, C23H45BClO14S4 overall at a distorted geometry (the ωB97M-V functional and the def2-TZVPD basis).

Positions of all 88 atoms, in Å:
C -1.643016 5.929099 0.662583
O -5.241044 4.778208 -1.268488
C -2.525120 -0.474615 4.750007
S 5.683615 -3.257660 1.406582
O -3.555903 3.065924 -7.056741
H -3.219033 -0.375490 3.919378
O -0.969775 1.187995 3.474595
H -0.097427 5.348333 2.017979
C -7.798563 5.360129 -0.943271
O 4.896335 -2.120941 1.043582
H 0.430159 -0.207002 1.767071
H 6.422232 -5.782693 -1.018399
H -5.600362 7.981376 -1.442535
O 9.081030 -9.302249 0.193538
H 6.028623 -2.781061 3.658461
O 0.005540 -0.205393 5.290448
C -3.431814 4.348701 0.337179
S -3.284867 4.457788 -6.865047
O -2.864203 4.714732 -5.362526
C -3.901888 4.776690 -4.344702
C 7.126651 -11.228048 1.769800
O 4.965009 -4.574010 0.880787
B -6.233296 5.839060 -0.841985
H -1.115556 3.173829 2.442779
H -6.982932 7.322584 -2.421730
O -0.714303 -1.237521 3.171520
H -3.668856 2.723125 -3.737798
H 5.697471 -9.712319 1.175060
Cl -5.926359 6.554087 0.890607
H -9.057840 5.744937 1.572702
H -2.505472 -1.493953 5.126667
H -8.438720 6.251698 -0.883175
H 9.456922 -7.083969 1.905439
H 7.918195 -11.360209 2.507709
C 1.724147 -1.470910 2.957651
H 8.020192 -6.163097 1.350469
H 0.217108 -1.928443 1.504607
S 8.051431 -8.370477 0.532793
H 1.969883 -0.699292 3.686301
C -8.701125 4.746393 1.334296
H 2.535817 -1.515094 2.229493
C -1.719062 4.822231 -7.588480
C -2.792041 3.478592 1.180248
H -0.966004 4.184630 -7.133146
H -2.790377 0.214460 5.548833
H 6.548816 -4.063137 -1.356395
H 6.394243 -12.027820 1.883783
H -7.997608 4.931919 -1.935659
C 5.870718 -4.916066 -1.381109
H -8.302493 3.354668 -0.139724
C -2.830550 5.554111 0.092097
H -3.319232 6.253002 -0.577723
S -0.910256 -0.039543 4.203093
H -4.686674 5.466746 -4.655859
H -1.235617 6.901362 0.416085
H 7.581332 -11.325519 0.784993
H 5.934334 -4.536330 3.362067
C -1.021129 5.067221 1.530275
C -8.274961 4.412226 0.121034
H -5.003680 2.984333 -4.849743
H 5.964215 -9.831407 2.906046
O 6.998168 -8.072456 -0.388836
H -5.344001 6.783307 -2.696147
H -1.491808 5.872841 -7.429825
C -6.043672 7.097879 -1.906778
H 3.958815 -5.508247 -0.616609
C 4.646146 -4.669342 -0.524725
C 5.496536 -3.568887 3.129570
H -8.747919 4.021875 2.142416
C 0.406574 -1.176180 2.268288
H 1.672625 -2.419635 3.495259
H -5.161062 3.500223 -3.170253
C 8.798377 -6.868758 1.067999
C -4.467659 3.417590 -4.004271
H 4.109909 -3.775624 -0.848981
H -1.796586 4.607821 -8.652314
H -3.430126 5.203820 -3.462285
C 6.460654 -9.876027 1.938166
H 4.439372 -3.546076 3.381188
O 7.076771 -3.326142 1.083941
H 5.583218 -5.086491 -2.418791
C -1.612530 3.850730 1.750865
H 9.373602 -6.479273 0.230845
C -4.751561 4.010463 -0.287167
O -4.232469 5.451954 -7.267609
H -3.216470 2.507246 1.392729
O 7.406353 -8.789915 1.928747
O -5.328119 2.991381 0.080174

Forces on atoms 1 to 6 (eV/Å):
0.284 0.608 -0.126
0.767 0.120 1.398
-0.098 -0.076 -0.042
-0.234 -0.449 0.343
-0.211 -0.002 -0.220
0.030 0.017 -0.012

As for the charge: -1.


4.
Entry from OMol25: a 3-piece molecular cluster, C23H45Br2NOP overall at a distorted geometry (the ωB97M-V functional and the def2-TZVPD basis).

Positions of all 73 atoms, in Å:
H 5.399327 1.410292 2.013796
H -4.961054 0.028654 6.484225
H 3.973383 3.345658 1.921558
H -4.399115 0.040228 1.231143
H 8.919071 2.716339 2.672889
C 0.873566 -1.395437 0.875032
C 5.580740 2.064453 1.165149
C -0.434690 -2.296669 -6.376418
H 0.833891 1.332512 -2.472813
C 2.486547 1.736125 0.416045
H 9.569083 3.412196 1.155484
H 0.335190 -1.746937 -5.825956
C -4.877036 0.696487 1.963182
H -0.894838 1.230196 1.647927
H -5.757993 -1.485450 6.925240
C -1.795459 -2.783209 -4.243684
H -4.680770 1.252888 4.034076
H -7.466933 -1.108552 5.130423
H 0.937993 -3.055416 -3.488634
H -3.682801 -1.512280 3.184669
H 5.622046 1.468879 0.249189
H 0.084110 -2.812990 -7.187465
H -2.206011 -3.618711 -3.668659
C -4.204944 0.568403 3.327864
H -5.492000 -2.450150 4.529196
C -1.080673 -3.345713 -5.473068
H -1.543214 -1.544731 -2.513305
H -1.537323 1.558054 0.044348
H 9.908558 1.746196 1.612359
C 9.160338 2.531339 1.632426
H -0.546763 -1.056652 -3.865021
C 1.561834 1.703554 -1.768814
N 3.442711 2.625085 0.027169
C -5.915246 -0.500926 6.480672
C -4.216217 -0.855441 3.881252
H -6.127906 -1.557789 3.170591
H -0.931429 -0.610527 -7.645420
H -3.164079 0.897070 3.241764
Br 2.414089 1.241224 2.220140
H -0.099043 -3.558892 -2.148511
C 7.924564 2.016882 0.935976
H -3.642288 -0.877598 4.811864
H -1.802797 -3.921493 -6.058786
Br 4.780517 4.228690 -1.858216
H 7.792941 0.963018 1.177777
H 7.993099 2.096101 -0.149686
C -5.607914 -1.440000 4.125434
P 0.226164 -0.031873 -0.149043
H -1.945927 0.020939 0.821398
C 2.511139 2.620989 -2.173866
H 4.935638 3.993745 0.627097
H -0.315460 -4.060117 -5.156857
O 6.776962 2.771689 1.346812
H 1.934649 -1.536046 0.699858
H -5.934970 0.438456 2.005994
C -1.433778 -1.312027 -6.978068
C -0.921131 -1.932683 -3.324498
H 2.532726 2.979908 -3.184770
H -1.939834 -0.727133 -6.207949
H -2.194763 -1.836673 -7.557885
H -4.805047 1.721140 1.594436
H -6.597577 0.051762 7.126882
H 0.816906 -2.049999 -2.045604
C 0.251709 -2.696462 -2.720105
C 3.453665 3.052717 -1.256760
H 0.347718 -2.314117 0.651476
H -2.656019 -2.188376 -4.561305
H 0.776108 -1.178423 1.937107
H -6.666790 0.370733 4.659358
C 4.458191 3.096729 0.989093
C -6.488598 -0.626204 5.071874
C 1.532664 1.221472 -0.461613
C -1.179404 0.774895 0.702535

Forces on atoms 1 to 6 (eV/Å):
-0.101 -0.238 0.084
0.011 -0.011 0.012
-0.219 -0.020 0.107
-0.058 -0.034 -0.015
0.050 0.201 0.159
0.237 0.836 1.011

As for the charge: +1.


| no. | energy (hartree) |
| --- | --- |
| 1 | -3139.4972 |
| 2 | -20329.6805 |
| 3 | -4034.6293 |
| 4 | -6522.4659 |